No. 1
Entry from the Open Molecules 2025 dataset: 2 unconnected molecules or ions with the total composition C7H6N2S (ωB97M-V/def2-TZVPD).

Cartesian coordinates (Å):
C (2.4388, -1.2464, 0.1412)
C (-2.5170, 0.1701, -0.1896)
C (-1.9074, -1.0835, -0.0301)
C (-1.6168, 1.2774, -0.0745)
C (-0.5356, -1.2941, 0.0211)
C (-0.2806, 1.1196, 0.2027)
C (0.3036, -0.1365, 0.1860)
N (3.2496, -1.9715, -0.1636)
N (1.6644, -0.2142, 0.3322)
S (2.9807, 1.8958, -0.1934)
H (-3.5236, 0.4695, -0.2940)
H (-2.3659, -1.9949, -0.1153)
H (-2.0377, 2.2214, -0.2313)
H (-0.1860, -2.3861, -0.0438)
H (0.2465, 2.0527, 0.2838)
H (4.0871, 1.1207, 0.1688)

Kohn-Sham gap (spin up / spin down)   5.179 / 5.183 eV
Total charge   0
M   150.206 g/mol
2S+1   1
LUMO (spin up / spin down)   -3.3 / -3.3 eV

Atomic partial charges in e from the Mulliken method, atoms 1 to 2: C 0.492; C -0.717

No. 2
Entry from the Open Molecules 2025 dataset: a single C7H6N4 molecule (ωB97M-V/def2-TZVPD).

Cartesian coordinates (Å):
C (-0.7341, 0.4725, -2.2777)
C (-0.4862, 0.1885, -0.8782)
C (-1.2480, -0.5596, 0.0527)
C (0.8045, 0.3644, -0.1579)
C (1.6655, 0.0656, 1.8970)
C (2.5853, 0.7179, 1.0123)
C (-2.6769, -0.9938, -0.2779)
N (-0.8868, 0.6110, -3.4249)
N (-0.6359, -0.6175, 1.2514)
N (0.5187, 0.0536, 1.1210)
N (2.0679, 0.8091, -0.2032)
H (1.7611, 0.0457, 3.0207)
H (3.6742, 0.8745, 1.2060)
H (-2.5912, -1.0966, -1.3782)
H (-3.0777, -1.9764, 0.0716)
H (-3.3487, -0.1599, -0.0448)
H (2.6081, 1.2008, -0.9897)

Kohn-Sham gap   8.752 eV
Total charge   0
M   146.153 g/mol
SMILES string   Cc1nn2cc[nH]c2c1C#N
2S+1   1
LUMO   0.5 eV

Atomic partial charges in e from the Mulliken method, atoms 1 to 2: C -0.055; C 0.093

No. 3
Entry from the Open Molecules 2025 dataset: a single C7H6N4O2 molecule (ωB97M-V/def2-TZVPD).

Cartesian coordinates (Å):
C (3.1050, 0.4001, 0.2235)
C (1.0386, 0.2813, -0.1574)
C (-3.1140, 1.4150, -0.2649)
C (-1.7502, 1.3303, -0.1434)
C (-3.6556, -0.0143, -0.1369)
C (-1.4942, -0.1157, -0.1819)
C (2.0028, -1.9199, 0.3447)
N (2.6431, 1.5906, -0.0349)
N (1.3040, 1.5184, -0.2239)
N (2.1648, -0.5249, 0.0725)
N (-2.5519, -0.9046, -0.1232)
O (-4.7533, -0.4245, -0.1102)
O (-0.1464, -0.5481, -0.3356)
H (4.1210, 0.3504, 0.1206)
H (-3.7158, 2.2711, -0.1532)
H (-0.9653, 2.0574, -0.1694)
H (1.6599, -2.1953, 1.3534)
H (1.1771, -2.2499, -0.2789)
H (2.9303, -2.3176, 0.1992)

Kohn-Sham gap   8.748 eV
Total charge   0
M   178.151 g/mol
SMILES string   Cn1cnnc1OC1=NC(=O)C=C1
2S+1   1
LUMO   -1.2 eV

Atomic partial charges in e from the Mulliken method, atoms 1 to 2: C -0.061; C 0.405

No. 4
Entry from the Open Molecules 2025 dataset: a single C7H6N4S molecule (ωB97M-V/def2-TZVPD).

Cartesian coordinates (Å):
C (2.7819, -0.5113, -0.2623)
C (2.8767, 0.8423, -0.7739)
C (-2.5974, -0.6501, -1.0935)
C (-3.4224, 0.3775, -0.7441)
C (1.6677, -0.4061, 0.4464)
C (-1.3468, 0.1435, 0.4953)
C (-0.1572, 0.2134, 1.2889)
N (-1.4993, -0.7526, -0.3640)
N (1.8041, 1.5650, -0.4904)
N (1.1267, 0.7991, 0.3479)
N (0.7713, -0.9194, 1.4130)
S (-2.7762, 1.1973, 0.6346)
H (3.5773, -1.2765, -0.3542)
H (3.6664, 1.3268, -1.3824)
H (-2.7047, -1.4009, -1.9051)
H (-4.3873, 0.5358, -0.9776)
H (-0.0038, 0.8258, 2.1644)
H (0.6228, -1.9096, 1.5567)

Kohn-Sham gap   7.971 eV
Total charge   0
M   178.220 g/mol
SMILES string   c1csc([C@H]2Nc3ccnn32)n1
2S+1   1
LUMO   -0.1 eV

Atomic partial charges in e from the Mulliken method, atoms 1 to 2: C -0.896; C -0.108

No. 5
Entry from the Open Molecules 2025 dataset: a gas-phase ion, C7H6NO (charge +1) (ωB97M-V/def2-TZVPD).

Cartesian coordinates (Å):
C (-1.9231, -1.6728, 0.2231)
C (-1.0431, -1.4037, -0.7694)
C (-0.6219, 0.4316, 1.4781)
C (0.9018, 0.1233, -1.6398)
C (-2.4722, -1.5350, 1.2944)
C (1.3323, 0.6436, -0.2458)
C (-0.1589, -0.8102, -1.3474)
N (0.1929, 0.4069, 0.6611)
O (1.6119, 1.9685, -0.2699)
H (-1.3058, 0.5664, 2.2767)
H (0.5241, 0.9668, -2.2228)
H (1.7388, -0.3245, -2.1749)
H (-3.1044, -1.6372, 2.1292)
H (2.1242, 0.0065, 0.1756)
H (2.2034, 2.2698, 0.4317)

Kohn-Sham gap   9.626 eV
Total charge   +1
M   120.131 g/mol
SMILES string   C#CC#CC[C@@H](O)[N+]#C
2S+1   1
LUMO   -4.1 eV

Atomic partial charges in e from the Mulliken method, atoms 1 to 2: C 0.049; C 0.608

No. 6
Entry from the Open Molecules 2025 dataset: a single C7H6O molecule (ωB97M-V/def2-TZVPD).

Cartesian coordinates (Å):
C (-3.3435, -0.0214, -0.1879)
C (-2.1409, -0.0246, 0.0423)
C (-0.6305, -0.0914, 0.1700)
C (0.1215, -1.2216, -0.0792)
C (1.7276, -1.0911, 0.0878)
C (1.2040, 1.2957, -0.1674)
C (-0.0031, 1.1629, 0.3450)
H (-4.2994, 0.2769, -0.2466)
H (-0.4965, -2.2455, -0.0120)
H (2.2976, -1.7333, -0.6540)
H (2.3228, -1.2718, 1.0072)
H (1.5002, 2.4233, -0.3189)
H (-0.5006, 2.1927, 0.2111)
O (2.2408, 0.3492, -0.1975)

Kohn-Sham gap   8.570 eV
Total charge   0
M   106.124 g/mol
SMILES string   C#CC1=CCOC=C1
2S+1   1
LUMO   0.3 eV

Atomic partial charges in e from the Mulliken method, atoms 1 to 2: C -0.114; C -0.719

No. 7
Entry from the Open Molecules 2025 dataset: a single C7H6O2 molecule (ωB97M-V/def2-TZVPD).

Cartesian coordinates (Å):
C (1.4860, 0.0330, -0.8308)
C (0.4582, 0.7606, -1.2932)
C (-1.9342, -0.0521, -0.1294)
C (1.4374, -0.7074, 0.4049)
C (0.2225, -0.5306, 1.3311)
C (-0.8047, 0.8243, -0.5405)
C (-0.8683, 0.3332, 0.8853)
O (0.3926, -1.6818, 0.5031)
O (-0.9222, 1.7600, 0.6854)
H (2.3477, 0.0863, -1.3231)
H (0.3585, 1.5046, -2.1464)
H (-2.8677, 0.3452, -0.1471)
H (-2.1177, -1.0928, -0.4286)
H (2.4368, -1.1077, 0.6451)
H (0.3752, -0.4748, 2.3842)

Kohn-Sham gap   9.456 eV
Total charge   0
M   122.123 g/mol
SMILES string   C1=C[C@]23C[C@]2(O3)[C@H]2O[C@@H]12
2S+1   1
LUMO   0.7 eV

Atomic partial charges in e from the Mulliken method, atoms 1 to 2: C -0.739; C -0.561

No. 8
Entry from the Open Molecules 2025 dataset: a single C7H6O2 molecule (ωB97M-V/def2-TZVPD).

Cartesian coordinates (Å):
C (1.2592, 0.1452, 1.2183)
C (0.1601, 0.0061, 0.1312)
C (-0.7540, -1.0158, 0.2084)
C (-1.7198, -1.1005, -0.7868)
C (-1.7191, -0.1369, -1.9004)
C (-0.8044, 0.8198, -1.9182)
C (0.2114, 0.8891, -0.9475)
H (-0.1516, 0.3153, 2.4193)
H (-0.9886, -1.5332, 0.9780)
H (-2.5735, -1.8154, -0.7428)
H (-2.4598, -0.0914, -2.6641)
H (-0.7841, 1.3559, -2.7282)
H (1.0379, 1.6730, -0.9243)
O (0.7631, 0.4093, 2.4415)
O (2.5019, -0.1026, 1.0125)

Kohn-Sham gap   10.227 eV
Total charge   0
M   122.123 g/mol
SMILES string   O=C(O)c1ccccc1
2S+1   1
LUMO   0.6 eV

Atomic partial charges in e from the Mulliken method, atoms 1 to 2: C 0.382; C 0.316

No. 9
Entry from the Open Molecules 2025 dataset: a single C7H6O4 molecule (ωB97M-V/def2-TZVPD).

Cartesian coordinates (Å):
C (0.4843, -1.3878, -0.8219)
C (0.1998, -0.4518, -1.8149)
C (-0.3188, 0.7502, -1.4210)
C (-0.5142, 1.0642, -0.0147)
C (-1.1441, 2.3746, 0.3037)
C (-0.0235, 0.1348, 0.9589)
C (0.4781, -1.0575, 0.5005)
H (1.7429, -2.3396, -2.1048)
H (0.3194, -0.6630, -2.8579)
H (-0.6986, 1.4638, -2.1391)
H (-1.1460, 2.6112, 1.3944)
H (0.2872, -0.1344, 2.8428)
H (1.1638, -2.7236, 0.6853)
O (1.1173, -2.5500, -1.1512)
O (-1.4431, 3.2481, -0.4636)
O (-0.0509, 0.5317, 2.2682)
O (0.7970, -2.0767, 1.3511)

Kohn-Sham gap   8.675 eV
Total charge   0
M   154.121 g/mol
SMILES string   O=Cc1ccc(O)c(O)c1O
2S+1   1
LUMO   -0.2 eV

Atomic partial charges in e from the Mulliken method, atoms 1 to 2: C 1.216; C -0.642

No. 10
Entry from the Open Molecules 2025 dataset: a single C7H6O5P2 molecule (ωB97M-V/def2-TZVPD).

Cartesian coordinates (Å):
C (-2.9762, 0.3183, 0.7888)
C (-2.6765, 0.6604, -0.5223)
C (-2.0444, -0.3504, 1.5696)
C (-1.4400, 0.3540, -1.0529)
C (-0.8061, -0.6675, 1.0499)
C (-0.4974, -0.3101, -0.2647)
C (0.8444, -0.5464, -0.7800)
O (3.8588, 2.2846, 0.2882)
O (3.9664, -1.9374, 0.8314)
O (1.0791, -0.2342, -2.0209)
O (1.5148, 1.4027, -0.0020)
O (1.6514, -1.2824, -0.1177)
P (2.9226, 1.1721, 0.4566)
P (3.4673, -1.0922, -0.2214)
H (-3.9364, 0.5831, 1.2043)
H (-3.4066, 1.1788, -1.1244)
H (-2.2822, -0.6128, 2.5896)
H (-1.1846, 0.6306, -2.0634)
H (-0.0664, -1.1753, 1.6480)
H (2.0121, -0.3759, -2.2569)

Kohn-Sham gap   8.077 eV
Total charge   0
M   232.068 g/mol
2S+1   1
LUMO   -1.3 eV

Atomic partial charges in e from the Mulliken method, atoms 1 to 2: C -0.332; C -0.593

Respective relative energy (zero: lowest compared OMol25 entry of this formula, charge and spin) values: 72.7, 34.4, 34.7, 98.2, 67.7, 92.7, 119.2, 9.6, 42.4, 0.7 kcal/mol.